{"formula": "C40H27F3N6P2Se3Sn", "method": "ωB97M-V/def2-TZVPD", "symbols": ["Sn", "Se", "Se", "Se", "P", "P", "F", "F", "F", "N", "N", "N", "N", "N", "N", "C", "C", "C", "C", "C", "C", "C", "C", "C", "C", "C", "C", "C", "C", "C", "C", "C", "C", "C", "C", "C", "C", "C", "C", "C", "C", "C", "C", "C", "C", "C", "C", "C", "C", "C", "C", "C", "C", "C", "C", "H", "H", "H", "H", "H", "H", "H", "H", "H", "H", "H", "H", "H", "H", "H", "H", "H", "H", "H", "H", "H", "H", "H", "H", "H", "H", "H"], "xyz": [[-0.2532, 2.9064, -1.2744], [0.5177, -4.0773, -0.7803], [-2.3831, 1.0573, -1.4416], [-3.2551, 5.9587, -1.0304], [2.2512, -2.7640, -0.8334], [-1.1722, -0.7665, -1.2801], [-5.8680, 3.6179, 5.8509], [-4.3483, 3.5606, 7.3948], [-5.2086, 1.7128, 6.6517], [2.7722, -0.1518, -1.0829], [-1.7916, 5.0051, -1.2488], [2.2617, 1.0339, -1.1873], [0.9394, 0.9411, -1.2140], [-2.3961, 7.4576, -0.8565], [0.4949, 5.3762, -1.2887], [-0.7688, 5.8308, -1.1735], [-2.1267, 4.0371, 3.8688], [1.2450, 7.6403, -1.0051], [-2.6562, 1.7207, 3.4279], [4.2016, -4.4833, 2.2388], [-1.7024, -1.6290, 0.2075], [1.4653, 6.2526, -1.2067], [2.5946, -3.0625, -3.5277], [3.2174, -3.1943, -2.2846], [-1.4132, -1.6612, -2.8310], [-3.0148, 4.0325, 4.9279], [-2.4174, -3.3630, -4.1873], [-1.9600, 2.8869, 3.0930], [-1.1053, -1.6224, -5.2128], [3.5056, -4.2686, 1.0633], [-2.6058, -2.7930, 2.5511], [-1.2682, -2.4448, 2.4251], [-1.0976, 7.2132, -0.9532], [3.1729, -2.9625, 0.6935], [-2.1869, -2.8111, -2.9355], [-0.5803, 2.8768, 0.8477], [4.5233, -3.6574, -2.1749], [5.2141, -3.9887, -3.3300], [-3.4954, -2.5513, 1.5114], [-1.8808, -2.7706, -5.3210], [-3.0504, -1.9627, 0.3393], [3.2961, -3.3994, -4.6703], [-0.8097, -1.8595, 1.2548], [-1.1611, 2.8910, 1.9107], [-3.5466, 1.7204, 4.4851], [3.5159, -1.8783, 1.4957], [1.7643, -1.0568, -1.0340], [0.5638, -0.3521, -1.1490], [-0.8749, -1.0605, -3.9691], [4.5474, -3.4048, 3.0448], [-4.7911, 2.9366, 6.2942], [4.6015, -3.8670, -4.5695], [-0.0218, 8.1326, -0.8724], [4.2064, -2.1111, 2.6750], [-3.7385, 2.8825, 5.2183], [3.2193, -5.1011, 0.4310], [4.9961, -3.7391, -1.2049], [-0.6944, -1.1542, -6.0972], [-2.0722, -3.2012, -6.2947], [2.4733, 5.8668, -1.3030], [3.2735, -0.8684, 1.1908], [-1.5609, 4.9285, 3.6338], [-3.7435, -1.7538, -0.4676], [1.5757, -2.6929, -3.5913], [-2.6078, -3.2761, -2.0524], [-3.1482, 4.9194, 5.5331], [-0.2827, -0.1564, -3.8815], [0.2294, -1.5667, 1.1757], [5.1441, -4.1355, -5.4659], [2.1006, 8.2981, -0.9576], [-0.5801, -2.6151, 3.2424], [-4.5397, -2.8127, 1.6170], [-0.2220, 9.1840, -0.7125], [-2.9585, -3.2492, 3.4665], [4.4843, -1.2745, 3.3015], [-4.0950, 0.8241, 4.7389], [2.8247, -3.2949, -5.6382], [4.4695, -5.4912, 2.5250], [-2.5060, 0.8265, 2.8358], [5.0914, -3.5760, 3.9639], [-3.0265, -4.2526, -4.2756], [6.2336, -4.3421, -3.2584]], "atomic_forces_ev_per_a": [[-0.9, -0.9, 1.4], [-0.3, -0.3, -0.2], [0.6, 0.5, -0.2], [-0.4, -0.1, 0.0], [0.7, 0.5, -0.1], [-0.3, 0.2, -0.2], [0.1, -0.1, 0.1], [0.0, 0.0, -0.1], [0.0, 0.1, 0.0], [0.2, -0.2, 0.1], [0.4, -0.7, -0.1], [-0.1, 0.1, 0.0], [-0.1, 0.4, -0.3], [0.2, 0.6, 0.1], [0.5, -0.5, 0.0], [-0.5, 0.6, 0.1], [0.1, 0.0, -0.1], [-0.3, 0.3, 0.0], [0.1, 0.1, -0.1], [0.0, -0.1, -0.1], [0.1, 0.0, -0.2], [-0.1, -0.3, 0.0], [0.0, 0.0, 0.0], [-0.3, -0.1, 0.2], [0.1, 0.0, 0.3], [0.0, 0.0, 0.0], [0.0, 0.0, 0.0], [-0.2, -0.2, 0.3], [0.0, 0.1, 0.0], [0.0, 0.1, 0.0], [0.0, 0.0, 0.0], [0.0, 0.0, 0.1], [-0.1, -0.5, -0.1], [-0.2, 0.0, -0.2], [0.0, 0.0, 0.1], [0.4, 0.3, -1.0], [0.0, 0.0, 0.1], [0.1, 0.0, 0.0], [-0.1, 0.0, 0.0], [0.0, 0.0, 0.0], [0.1, 0.0, -0.1], [-0.1, 0.0, 0.0], [0.0, 0.0, 0.0], [0.1, 0.1, -0.3], [0.0, 0.0, 0.1], [0.0, 0.0, -0.1], [-0.3, 0.2, -0.1], [0.2, 0.0, 0.2], [0.0, -0.1, 0.0], [0.0, 0.0, 0.0], [-0.1, 0.0, 0.0], [0.0, 0.0, 0.0], [0.3, 0.2, 0.0], [0.0, 0.0, 0.1], [0.0, 0.0, 0.0], [0.0, 0.0, 0.1], [0.0, 0.0, 0.0], [0.0, 0.0, 0.0], [0.0, 0.0, 0.0], [0.0, 0.0, 0.0], [0.0, 0.0, 0.1], [0.0, 0.0, 0.0], [0.0, 0.0, 0.1], [0.0, 0.0, -0.1], [0.0, 0.0, 0.0], [0.0, 0.0, 0.0], [0.0, 0.0, 0.0], [0.0, 0.1, 0.0], [0.0, 0.0, 0.0], [0.0, 0.0, 0.0], [0.0, 0.0, 0.0], [0.0, 0.0, 0.0], [0.0, 0.0, 0.0], [0.0, 0.0, 0.0], [0.0, 0.0, 0.0], [0.0, 0.0, 0.0], [0.0, 0.0, 0.0], [0.0, 0.0, 0.0], [0.0, 0.0, 0.0], [0.0, 0.0, 0.0], [0.0, 0.0, 0.0], [0.0, 0.0, 0.0]], "fmax_ev_per_a": 1.90, "charge": 2, "orbital_gap_ev": [5.40, 5.09]}